Here is a 5-piece molecular cluster, C81H68ClI3N5O12 overall in a non-equilibrium geometry from the Open Molecules 2025 dataset. Energies are from ωB97M-V/def2-TZVPD.

Summary:
- Total charge: +1
- DFT total energy: -5656.85001 Ha
- Frontier orbital gap: 7.279 eV
- HOMO: -10.860 eV

```
170
Properties=species:S:1:pos:R:3:forces:R:3
C 2.0876 4.7151 -0.3085 -0.2 0.1 0.4
C 1.0656 4.0841 -0.2487 0.2 -0.6 0.7
C -0.0997 3.1797 -0.0474 0.7 -0.1 -1.4
C -0.5494 2.8286 1.4115 -1.1 3.2 -0.5
C -0.0957 3.7253 2.6515 2.5 -1.4 -0.4
C -0.5118 5.2427 2.6176 -0.7 0.6 0.1
C -1.7853 5.7034 1.8932 -0.2 0.1 -0.1
O -2.8889 5.7601 2.3117 0.0 -0.5 0.4
I -1.5722 6.4674 -0.1633 0.2 0.0 0.3
N 1.3480 3.8653 2.6820 -1.1 -0.5 0.2
C 2.0179 4.4948 3.7961 2.7 0.3 0.2
C 3.0480 5.6048 3.3076 -1.5 0.3 0.4
C 2.6054 7.0467 3.7702 0.8 0.2 -1.2
C 2.5740 8.0016 2.5215 -0.3 0.3 0.6
C -0.7950 2.8094 3.7820 -2.1 2.3 0.6
O -2.0935 3.3784 3.9920 0.0 -0.7 -0.8
Cl -0.2713 3.1159 5.5072 0.7 -0.6 -0.9
C -0.7422 1.2900 3.2951 1.0 -0.1 3.4
C -1.6435 0.2092 4.0439 -1.3 -0.1 -0.9
C -2.4561 0.6719 5.2596 -0.6 -1.4 1.1
C -3.3071 -0.5842 5.7640 0.4 0.2 -0.8
N -4.7512 -0.3515 5.7517 0.5 -0.1 0.2
C 0.6003 0.7796 3.9493 1.3 -1.6 -0.5
O 1.7889 1.5541 3.9051 -1.0 0.6 -0.7
N 2.8428 0.7457 4.4566 0.2 -0.1 1.0
O 3.0824 1.1275 5.5269 0.4 -0.3 -0.4
N -0.8682 1.3499 1.7757 0.1 0.6 -0.9
C -2.2981 1.3249 1.2296 -1.7 -0.7 -0.4
C -2.5865 1.2096 -0.1332 1.3 -0.2 -2.2
C -3.8895 1.2169 -0.6912 0.9 0.3 3.5
C -4.8311 1.3637 0.3431 -1.6 -0.2 -1.7
C -4.5011 1.5232 1.6802 -0.4 0.0 -0.2
N -3.2487 1.5079 2.1098 0.5 0.0 0.4
C -0.1038 0.2741 1.0663 1.4 -1.8 -1.1
I 2.0647 0.5740 0.8386 -0.2 1.7 0.7
C -0.4453 -1.2296 1.4182 0.0 -0.6 -0.4
C -1.7469 -1.7881 0.7568 0.6 0.9 -0.7
I 1.1448 -2.4371 0.4668 -1.0 -1.0 0.3
H 2.9810 5.3013 -0.1536 -0.4 -0.2 -0.5
H 0.1113 2.2904 -0.6776 0.0 0.2 0.6
H -0.9401 3.6577 -0.5907 0.2 -0.3 0.6
H -1.5749 3.2510 1.3546 0.4 -0.5 0.1
H 0.2979 5.8501 2.1787 -0.2 -0.8 0.0
H -0.5728 5.5859 3.6722 -0.4 -0.3 -0.5
H 1.8569 3.1612 2.1705 0.1 0.0 0.4
H 2.6448 3.7477 4.3306 -0.7 0.2 -0.1
H 1.4060 4.9771 4.5668 -0.4 -0.5 -0.6
H 2.9948 5.6089 2.2069 0.3 -0.2 0.4
H 4.0743 5.3819 3.6427 -0.4 0.1 -0.2
H 1.6230 7.0543 4.2728 0.4 -0.1 -0.2
H 3.3459 7.4708 4.4692 -0.4 -0.3 -0.1
H 1.5662 8.0784 2.0681 0.4 -0.2 0.2
H 3.2684 7.6649 1.7337 -0.2 0.2 0.4
H 2.8417 9.0266 2.8397 -0.1 -0.4 -0.4
H -2.5326 3.6178 3.1634 0.0 -0.2 0.1
H -2.3478 -0.2885 3.3432 0.2 0.7 0.2
H -1.0567 -0.6771 4.3621 0.2 0.8 -0.1
H -1.8268 0.9392 6.1283 -0.1 0.3 -0.7
H -3.1968 1.4622 5.0773 0.7 -0.1 -0.3
H -2.9467 -0.9122 6.7572 -0.4 0.3 -0.4
H -3.1059 -1.4281 5.0704 -0.1 0.3 0.5
H -4.9420 0.5969 6.0615 -0.2 -0.2 0.0
H -5.1360 -0.4790 4.8206 0.0 0.1 0.2
H 0.8665 -0.2354 3.5648 -0.3 0.5 -0.1
H 0.4165 0.5937 5.0271 -0.5 0.5 -0.6
H -1.7865 1.1360 -0.8847 -0.2 0.0 0.6
H -4.1118 1.1221 -1.7526 0.1 0.0 0.4
H -5.8935 1.3520 0.0612 0.4 0.1 0.3
H -5.2995 1.6602 2.4211 0.5 0.0 -0.3
H -0.2585 0.2593 -0.0242 -0.6 0.7 0.7
H -0.3981 -1.5472 2.4646 0.2 0.5 -0.3
H -1.6904 -1.5046 -0.3160 -0.2 -0.2 0.5
H -2.6728 -1.3414 1.1568 0.3 -0.4 0.1
H -1.7330 -2.8865 0.7766 -0.3 0.5 0.3
C -12.8577 -2.1523 7.4882 0.1 0.0 0.0
C -11.6469 -2.8384 7.4784 0.0 0.1 0.0
C -10.4981 -2.2146 7.0192 0.0 -0.2 0.1
C -10.5567 -0.9050 6.5563 -0.2 0.1 0.0
C -11.7769 -0.2247 6.5441 0.1 -0.1 0.0
C -12.9232 -0.8492 7.0217 -0.1 -0.1 0.1
C -11.8678 1.1586 6.0077 -0.5 0.2 0.0
O -12.9251 1.7532 5.9993 0.1 0.0 0.0
C -10.6354 1.7989 5.4720 0.2 0.0 -0.1
C -10.7119 3.0709 4.9147 0.0 0.2 -0.1
C -9.5697 3.6829 4.4252 0.0 -0.1 0.0
C -8.3425 3.0300 4.4984 -0.1 -0.1 0.0
C -8.2626 1.7605 5.0476 0.1 0.2 -0.1
C -9.4091 1.1367 5.5274 -0.1 0.1 0.0
C -9.3151 -0.2409 6.0831 0.4 -0.3 0.1
O -8.2438 -0.8111 6.1423 0.0 0.1 -0.1
H -13.7525 -2.6386 7.8559 0.0 0.0 0.0
H -11.6006 -3.8607 7.8320 0.0 0.0 0.0
H -9.5567 -2.7486 7.0176 0.0 0.1 0.0
H -13.8672 -0.3200 7.0256 0.1 0.1 -0.1
H -11.6642 3.5823 4.8597 0.0 -0.1 0.1
H -9.6326 4.6714 3.9876 0.0 0.0 0.0
H -7.4485 3.5136 4.1221 0.0 0.0 0.0
H -7.3080 1.2519 5.1001 -0.1 -0.1 0.1
C 0.6989 -6.8066 -7.9972 0.0 0.1 0.1
C -0.0582 -5.6482 -7.8499 0.0 0.0 0.0
C -0.2944 -5.1279 -6.5878 0.0 0.1 -0.2
C 0.2156 -5.7700 -5.4652 0.1 -0.1 0.0
C 0.9558 -6.9462 -5.6119 -0.1 0.1 0.0
C 1.2042 -7.4545 -6.8814 0.0 0.0 -0.2
C 1.4681 -7.6730 -4.4203 0.3 -0.4 -0.2
O 2.1143 -8.6920 -4.5445 0.0 0.1 0.1
C 1.1648 -7.1291 -3.0687 -0.1 0.1 0.1
C 1.5861 -7.8236 -1.9403 0.1 -0.1 0.2
C 1.3213 -7.3188 -0.6773 0.0 0.1 0.0
C 0.6424 -6.1118 -0.5366 0.0 -0.1 -0.1
C 0.2147 -5.4199 -1.6591 0.0 0.0 0.3
C 0.4660 -5.9303 -2.9261 0.1 -0.1 0.0
C -0.0288 -5.1932 -4.1192 -0.2 0.4 -0.1
O -0.6258 -4.1409 -3.9913 0.0 -0.1 0.1
H 0.8898 -7.2065 -8.9851 0.0 0.0 0.0
H -0.4623 -5.1505 -8.7225 0.0 0.0 0.0
H -0.8791 -4.2241 -6.4767 0.1 0.0 0.1
H 1.7882 -8.3581 -6.9987 0.0 0.0 0.2
H 2.1179 -8.7604 -2.0473 0.0 0.1 -0.2
H 1.6462 -7.8637 0.2008 0.0 0.0 0.0
H 0.4436 -5.7137 0.4515 0.0 0.0 0.0
H -0.3173 -4.4841 -1.5474 0.0 0.0 -0.2
C 3.2493 1.3448 -2.7825 0.1 0.1 0.0
C 3.8396 2.4294 -2.1375 0.0 -0.2 -0.1
C 4.7512 3.2252 -2.8111 -0.1 0.0 0.2
C 5.0870 2.9350 -4.1278 -0.1 -0.2 0.0
C 4.5137 1.8340 -4.7668 0.0 0.1 0.1
C 3.5858 1.0470 -4.0939 -0.2 -0.1 0.1
C 4.9001 1.4809 -6.1598 -0.2 -0.4 -0.2
O 4.3994 0.5261 -6.7179 0.0 0.0 0.0
C 5.9181 2.3158 -6.8504 0.1 0.1 0.1
C 6.3337 1.9682 -8.1308 0.1 0.0 -0.2
C 7.2722 2.7461 -8.7899 0.0 0.0 0.1
C 7.7937 3.8811 -8.1761 -0.1 -0.1 0.0
C 7.3873 4.2293 -6.8982 0.1 0.1 -0.1
C 6.4563 3.4441 -6.2275 -0.1 -0.1 -0.1
C 6.0550 3.8086 -4.8441 0.2 0.4 0.2
O 6.5109 4.7962 -4.3044 0.0 -0.1 0.0
H 2.5286 0.7262 -2.2567 0.1 0.0 -0.1
H 3.5857 2.6531 -1.1089 0.0 0.0 0.0
H 5.2055 4.0708 -2.3102 0.1 0.0 -0.2
H 3.1315 0.2003 -4.5912 0.2 0.0 -0.1
H 5.9275 1.0879 -8.6127 -0.1 0.0 0.1
H 7.5980 2.4706 -9.7852 0.0 0.0 0.0
H 8.5217 4.4917 -8.6954 0.0 0.0 0.0
H 7.7979 5.1099 -6.4214 -0.1 -0.1 0.1
C 3.8031 -4.6647 -1.3728 0.1 0.0 0.0
C 4.5995 -5.7952 -1.2177 0.1 0.1 -0.1
C 5.7101 -5.9749 -2.0291 -0.1 0.0 0.1
C 6.0191 -5.0303 -3.0044 -0.1 0.0 0.1
C 5.2038 -3.9114 -3.1710 0.1 -0.1 0.0
C 4.1041 -3.7283 -2.3456 -0.3 0.0 0.2
C 5.4859 -2.9146 -4.2372 -0.2 0.4 -0.1
O 4.7735 -1.9392 -4.3736 0.0 0.0 0.1
C 6.6467 -3.1396 -5.1333 0.1 -0.1 0.0
C 6.8915 -2.2478 -6.1720 0.1 0.1 -0.1
C 7.9805 -2.4411 -7.0066 0.0 -0.1 0.1
C 8.8350 -3.5208 -6.8020 -0.1 0.0 0.0
C 8.5921 -4.4155 -5.7717 0.1 0.0 -0.1
C 7.4933 -4.2345 -4.9400 -0.1 0.1 0.0
C 7.2228 -5.2212 -3.8595 0.3 -0.4 0.0
O 7.9631 -6.1655 -3.6803 -0.1 0.0 0.0
H 2.9376 -4.5158 -0.7374 0.0 -0.1 0.0
H 4.3551 -6.5334 -0.4641 0.0 0.0 0.0
H 6.3335 -6.8512 -1.9065 0.1 0.1 -0.1
H 3.4770 -2.8531 -2.4665 0.1 0.0 -0.1
H 6.2297 -1.4050 -6.3322 -0.1 -0.1 0.1
H 8.1672 -1.7488 -7.8183 0.0 0.0 0.0
H 9.6895 -3.6659 -7.4512 0.0 0.0 0.0
H 9.2556 -5.2567 -5.6182 -0.1 0.0 0.1
```
Forces are in eV/Å.